DFT (ωB97M-V/def2-TZVPD) results for a cluster of 7 separate species, C50H78BrClF2O12Si in total.

Each line ends with the Löwdin charge.
Atoms and positions in Å:
Br1 3.7237 -0.4990 -2.7624  0.615
Cl1 4.9903 2.8292 -2.0509  0.535
Si1 -1.0357 5.2999 6.2072  0.506
F1 -1.9629 9.2258 2.9231  -0.044
F2 -0.3293 8.2848 4.3822  -0.080
O1 4.4640 -5.9206 2.0363  -0.068
O2 -1.1808 -6.3109 -5.6820  -0.070
O3 1.7873 -8.2861 -2.9097  -0.076
O4 -5.7182 5.8033 0.6833  -0.018
O5 3.6232 5.9435 -2.0160  -0.035
O6 -3.7567 0.2749 -1.2128  -0.050
O7 1.4944 -4.2137 0.2380  -0.080
O8 -3.3273 -1.7936 -2.3812  -0.023
O9 -6.4194 5.0425 4.4862  -0.072
O10 5.8612 -2.6507 -4.4216  -0.100
O11 -1.5596 5.1226 -2.4044  -0.020
O12 -5.8255 7.5822 -0.9540  -0.024
C1 1.0145 -8.6016 -4.0649  -0.494
C2 -5.1058 6.9968 0.0132  -0.262
C3 -1.0842 6.4011 0.8044  -0.003
C4 -1.6545 -5.6241 -6.8375  -0.498
C5 3.1564 2.5308 -2.0961  -0.478
C6 -7.3650 2.9734 3.7094  -0.058
C7 1.6059 -7.8958 -5.2747  -0.071
C8 -1.8870 1.8225 3.1260  -0.057
C9 1.4061 -6.6104 0.0736  -0.052
C10 4.1895 -5.5424 3.3827  -0.497
C11 -7.0350 3.4279 6.1574  -0.062
C12 -0.5188 4.8455 -1.6166  -0.193
C13 1.6227 6.0375 -0.2596  -0.017
C14 -1.3202 7.9208 3.3009  -0.241
C15 5.4979 -5.2571 4.1026  -0.066
C16 1.4542 -5.2958 -0.6886  -0.488
C17 -0.2196 -1.4005 -1.2415  -0.186
C18 -2.1080 3.0874 4.1737  -0.061
C19 0.1087 -0.6838 -2.6876  -0.165
C20 6.0810 -2.8902 -5.8092  -0.503
C21 -0.3875 1.1470 2.8386  -0.058
C22 -1.5554 -0.8308 -0.4805  -0.124
C23 2.5865 5.3279 -1.4291  -0.194
C24 -0.4065 7.2847 2.0526  0.021
C25 -0.2162 2.0566 -2.1899  0.066
C26 -1.8604 4.5695 7.8339  -0.229
C27 -2.6988 6.1280 0.6737  -0.155
C28 2.4607 1.0426 -2.4069  -0.484
C29 -0.0312 5.7936 -0.3275  0.033
C30 0.8653 1.8497 3.6650  -0.065
C31 -1.5827 -4.1246 -6.5972  -0.065
C32 0.4659 3.5190 -1.8818  -0.009
C33 0.8381 0.7861 -2.4327  -0.124
C34 -2.2485 6.6851 5.5999  -0.259
C35 3.2772 -4.3262 3.3884  -0.062
C36 -6.4889 3.6446 4.7551  -0.509
C37 5.9183 -1.5881 -6.5771  -0.065
C38 0.9914 -10.1093 -4.2592  -0.064
C39 -3.5786 7.5307 0.4378  -0.067
C40 -3.0763 -6.0694 -7.1406  -0.065
C41 -2.3490 6.8395 3.9736  -0.154
C42 1.2414 7.5613 2.0875  0.032
C43 -0.8507 3.8109 5.0016  -0.202
C44 7.4687 -3.4796 -6.0051  -0.067
C45 0.6459 3.1255 4.7061  -0.049
C46 2.6712 -5.2262 -1.5973  -0.047
C47 2.1187 3.7677 -1.8129  -0.027
C48 0.7293 5.9621 6.6648  -0.231
C49 -2.9113 -0.7765 -1.3999  -0.279
C50 2.2825 6.9433 0.9358  0.019
H1 -3.7435 -5.8494 -6.2996  0.082
H2 -0.2689 0.2606 2.0721  0.065
H3 -3.1859 5.6107 1.6147  0.097
H4 0.5754 6.6904 7.5942  0.062
H5 2.6617 -6.0369 -2.3326  0.062
H6 -0.0035 -8.2377 -3.8876  0.134
H7 1.7725 8.2079 2.9268  0.104
H8 -2.2816 5.4696 8.4792  0.053
H9 6.6356 -0.8360 -6.2297  0.083
H10 3.7469 -3.4816 2.8721  0.087
H11 -3.1179 8.1801 -0.4359  0.148
H12 -7.3198 5.4036 4.5405  0.095
H13 3.5982 -5.2916 -1.0166  0.079
H14 8.2409 -2.7946 -5.6374  0.082
H15 -7.4260 1.8940 3.8793  0.084
H16 -3.2063 3.4967 4.2853  0.067
H17 -3.1148 -7.1525 -7.2991  0.081
H18 2.3008 -4.3060 0.7722  0.056
H19 -2.1149 5.7940 3.5032  0.082
H20 6.1495 -6.1372 4.0799  0.081
H21 -0.3894 -2.5748 -1.3724  0.124
H22 2.0053 -10.5028 -4.3931  0.081
H23 6.0658 -1.7419 -7.6507  0.081
H24 -8.0377 3.8583 6.2583  0.083
H25 -6.4013 3.9269 6.8984  0.079
H26 3.6815 -6.3859 3.8630  0.143
H27 5.3250 -3.6102 -6.1413  0.140
H28 -3.4537 7.2173 3.7307  0.134
H29 -1.9258 -3.5673 -7.4744  0.082
H30 5.3216 -4.9785 5.1462  0.081
H31 -1.7846 -1.5994 0.4037  0.143
H32 7.6627 -3.6901 -7.0615  0.081
H33 -1.3870 1.9492 -2.1995  0.114
H34 -8.3793 3.3876 3.7235  0.085
H35 2.6416 -8.2108 -5.4447  0.081
H36 1.9451 1.3839 3.4635  0.085
H37 1.3588 5.0034 6.9783  0.044
H38 -6.9667 3.1482 2.7041  0.079
H39 0.6734 -1.3102 -0.4558  0.132
H40 6.5279 -2.0124 -4.1180  0.086
H41 4.9191 -1.1691 -6.4169  0.077
H42 2.3446 -4.5424 2.8562  0.070
H43 -0.8754 -0.4755 -3.2854  0.111
H44 -0.9983 -5.8950 -7.6718  0.141
H45 -1.7576 -6.0763 -4.9361  0.097
H46 -1.3925 0.2143 0.0668  0.111
H47 2.6995 -4.2697 -2.1302  0.073
H48 0.5747 -10.6048 -3.3757  0.080
H49 -5.4700 3.2475 4.6914  0.117
H50 3.0343 -4.0197 4.4106  0.085
H51 -2.1969 -3.8357 -5.7370  0.076
H52 -2.9959 5.4382 -0.2511  0.132
H53 0.5425 -5.1826 -1.2853  0.133
H54 -1.0630 3.9173 8.3924  0.047
H55 7.5753 -4.4098 -5.4369  0.080
H56 0.3913 -10.3858 -5.1317  0.082
H57 1.3586 -7.4625 -0.6116  0.064
H58 2.2881 -6.7248 0.7136  0.069
H59 1.0242 -8.1059 -6.1777  0.078
H60 -3.3309 6.3385 5.9660  0.096
H61 -2.0611 7.7138 6.1763  0.113
H62 3.4338 7.1630 1.0221  0.107
H63 1.6138 3.5552 5.2043  0.069
H64 -2.7828 1.3524 2.5304  0.076
H65 6.0464 -4.4454 3.6116  0.082
H66 -3.2683 -1.3183 -3.2787  0.133
H67 -7.0861 2.3621 6.4008  0.083
H68 -3.7338 8.1267 1.4393  0.112
H69 -2.7374 3.8422 7.4934  0.048
H70 0.8878 -1.3642 -3.2350  0.093
H71 -3.4642 -5.5704 -8.0341  0.081
H72 1.6276 -6.8123 -5.1157  0.076
H73 -0.5557 -3.8204 -6.3681  0.080
H74 1.2661 6.5302 5.7647  0.053
H75 -5.3651 5.7180 1.6180  0.094
H76 2.6928 -8.6055 -3.0580  0.099
H77 0.5318 -6.6412 0.7326  0.081
H78 4.9151 -5.1777 1.6021  0.093

Atoms 1-2, force components in eV/Å:
-1.7 1.9 0.4
-3.3 -0.7 -0.1

E (eV): -173530.465
HOMO-LUMO gap (eV): 7.02
E_HOMO (eV): -8.81
Spin multiplicity: 1
SMILES string: C[Si](C)(CCC(F)(F)c1ccc2c(c1CCC(=O)O)C(=O)c1cc(CCCC(=O)O)c(Br)c(Cl)c1C2=O)c1ccccc1.CC(C)O.CC(C)O.CC(C)O.CC(C)O.CC(C)O.CC(C)O